Entry 1:
The following is a DFT calculation (the ωB97M-V functional and the def2-TZVPD basis) of 6 unconnected molecules or ions with the total composition C11H19N5O14 in a non-equilibrium geometry.

Last column: Mulliken charge in e.
Atoms and positions in Å:
C1 -2.44 3.03 -0.28  -0.695
N1 -1.68 2.31 -1.33  0.926
O1 -2.29 1.54 -2.04  -0.563
O2 -0.49 2.44 -1.36  -0.489
H1 -1.86 3.92 -0.05  0.291
H2 -2.50 2.39 0.60  0.250
H3 -3.42 3.34 -0.61  0.279
C2 0.03 -0.86 0.11  -0.711
N2 -0.97 -0.70 1.20  0.992
O3 -0.87 -1.38 2.19  -0.569
O4 -1.80 0.18 1.07  -0.432
H4 1.02 -1.04 0.51  0.116
H5 0.06 0.08 -0.43  0.157
H6 -0.36 -1.63 -0.54  0.421
C3 -4.31 -0.97 -1.37  -0.819
N3 -4.14 -1.91 -0.24  0.900
O5 -3.01 -2.26 0.02  -0.491
O6 -5.13 -2.26 0.34  -0.546
H7 -4.87 -0.08 -1.11  0.300
H8 -5.00 -1.44 -2.08  0.350
H9 -3.43 -0.65 -1.90  0.295
C4 1.75 -2.83 -2.11  -0.811
N4 2.34 -1.46 -2.35  0.982
O7 1.55 -0.58 -2.60  -0.528
O8 3.53 -1.32 -2.23  -0.527
H10 2.31 -3.51 -2.74  0.286
H11 0.70 -2.72 -2.31  0.297
H12 1.94 -2.93 -1.04  0.331
C5 -3.43 -1.18 3.75  -0.495
N5 -3.49 0.15 4.37  0.949
O9 -4.39 0.90 4.03  -0.566
O10 -2.66 0.45 5.21  -0.547
H13 -3.59 -0.95 2.70  0.060
H14 -4.33 -1.70 4.07  0.310
H15 -2.53 -1.70 4.04  0.278
C6 5.40 0.48 -0.66  -1.006
C7 4.67 0.09 0.40  0.616
C8 3.32 0.64 0.75  0.649
O11 2.78 0.33 1.79  -0.647
C9 2.82 1.66 -0.18  -0.629
C10 3.58 2.15 -1.17  0.244
C11 4.89 1.49 -1.54  1.060
O12 5.47 1.81 -2.56  -0.646
O13 3.17 3.13 -1.96  -0.525
O14 5.10 -0.91 1.20  -0.580
H16 6.38 0.07 -0.87  0.398
H17 1.84 2.11 -0.02  0.393
H18 3.95 3.36 -2.50  0.342
H19 4.36 -1.08 1.81  0.351

As for the spin multiplicity: 1.

=====

Entry 2:
The following is a DFT calculation (the ωB97M-V functional and the def2-TZVPD basis) of 2 unconnected molecules or ions with the total composition C11H19NO2 in a non-equilibrium geometry.

Last column: Mulliken charge in e.
Atoms and positions in Å:
C1 5.35 -0.95 0.44  0.771
C2 -0.10 -1.38 -0.34  -0.715
C3 1.43 1.71 -0.61  -0.323
C4 -0.20 -0.02 0.18  -0.293
C5 -1.19 -0.97 0.64  1.392
C6 0.24 1.33 0.20  1.279
C7 -0.15 -1.63 -1.85  -2.118
C8 2.64 1.02 0.08  -1.067
C9 -1.04 -1.44 2.09  -1.661
C10 -2.61 -1.12 0.10  -1.866
C11 -0.36 2.34 1.05  -2.061
N1 1.13 1.39 -2.04  -0.590
O1 4.97 -1.85 -0.18  -0.368
O2 5.85 -0.11 1.05  -0.383
H1 0.60 -1.96 0.05  0.788
H2 1.41 2.72 -0.44  0.631
H3 -0.28 -0.72 -2.38  0.480
H4 -0.92 -2.30 -2.28  0.405
H5 0.67 -2.20 -2.21  0.388
H6 2.34 -0.09 -0.04  0.223
H7 2.50 1.42 1.01  0.413
H8 3.65 1.35 -0.44  0.301
H9 -1.58 -2.35 2.41  0.414
H10 -1.34 -0.66 2.72  0.342
H11 -0.08 -1.75 2.16  0.453
H12 -2.69 -1.09 -0.94  0.465
H13 -3.19 -0.37 0.39  0.457
H14 -3.11 -2.00 0.44  0.407
H15 -1.22 2.06 1.46  0.590
H16 -0.69 3.15 0.50  0.494
H17 0.20 2.75 1.93  0.283
H18 1.45 2.19 -2.58  0.245
H19 1.61 0.61 -2.45  0.225

The calculation puts the energy above the lowest of the compared OMol25 structures with the same formula, charge and spin at 99.09 kcal per mole. As for the spin multiplicity: 1.

=====

Entry 3:
The following is a DFT calculation (the ωB97M-V functional and the def2-TZVPD basis) of a molecular structure, C11H19NOS in a non-equilibrium geometry.

Last column: Mulliken charge in e.
Atoms and positions in Å:
C1 -0.74 -0.08 -2.03  -0.556
C2 1.08 -0.89 -1.73  -1.060
C3 0.12 -0.27 -0.75  1.773
C4 -0.55 2.20 -0.09  -1.559
C5 1.50 1.84 -1.27  -2.352
C6 1.46 1.18 0.96  -1.920
C7 -0.93 -2.44 -0.75  -1.648
C8 -1.70 -0.67 0.97  -1.732
C9 0.44 -1.88 1.18  -1.610
C10 0.61 1.20 -0.26  1.753
C11 -0.54 -1.30 0.23  2.034
N1 0.26 -0.57 -2.81  0.040
O1 -1.82 0.41 -2.29  -0.599
S1 2.56 -1.35 -1.54  -0.285
H1 -0.21 3.24 -0.22  0.471
H2 -0.96 2.17 1.00  0.273
H3 -1.40 2.17 -0.85  0.235
H4 1.74 2.78 -0.85  0.708
H5 2.32 1.19 -1.32  0.521
H6 0.90 2.09 -2.12  0.405
H7 1.94 2.12 1.20  0.445
H8 2.27 0.56 0.78  0.548
H9 1.09 0.82 1.96  0.285
H10 -1.25 -3.39 -0.22  0.435
H11 -0.08 -2.67 -1.35  0.455
H12 -1.76 -2.25 -1.48  0.316
H13 -2.31 -1.49 1.27  0.519
H14 -1.38 -0.04 1.79  0.238
H15 -2.21 -0.10 0.19  0.365
H16 1.25 -2.39 0.68  0.397
H17 -0.08 -2.65 1.81  0.438
H18 0.66 -1.07 1.81  0.366
H19 0.47 -0.90 -3.77  0.301

The calculation puts the energy above the lowest of the compared OMol25 structures with the same formula, charge and spin at 26.60 kcal per mole. As for the spin multiplicity: 1.

=====

Entry 4:
The following is a DFT calculation (the ωB97M-V functional and the def2-TZVPD basis) of a gas-phase ion, C11H19O (charge +1) in a non-equilibrium geometry.

Last column: Mulliken charge in e.
Atoms and positions in Å:
C1 0.29 -0.98 0.72  0.160
C2 1.64 -0.12 -0.14  0.124
C3 -0.97 -0.91 0.98  0.203
C4 2.86 -0.81 0.37  -0.662
C5 -0.49 0.72 -3.27  -1.463
C6 -3.84 0.88 1.03  -1.031
C7 1.11 -1.84 1.68  -0.970
C8 1.20 -0.08 -1.59  -0.815
C9 2.51 -1.22 1.80  -0.531
C10 -0.05 0.75 -1.80  0.512
C11 -2.83 0.20 2.00  -0.155
O1 -2.15 -0.86 1.18  -0.259
H1 3.20 -1.68 -0.27  0.332
H2 3.70 -0.02 0.40  0.308
H3 1.60 0.90 0.34  0.405
H4 -1.24 0.04 -3.40  0.388
H5 0.41 0.45 -3.75  0.367
H6 -0.91 1.61 -3.64  0.395
H7 -3.81 0.27 0.12  0.305
H8 -4.86 0.94 1.32  0.327
H9 -3.52 1.82 0.66  0.361
H10 1.26 -2.91 1.39  0.323
H11 0.63 -1.99 2.64  0.412
H12 1.03 -1.07 -1.93  0.366
H13 1.81 0.37 -2.32  0.512
H14 3.23 -2.00 2.09  0.347
H15 2.32 -0.30 2.45  0.274
H16 0.06 1.85 -1.63  0.257
H17 -1.02 0.54 -1.09  -0.443
H18 -3.33 -0.42 2.82  0.311
H19 -2.10 0.90 2.37  0.342

The calculation puts the energy above the lowest of the compared OMol25 structures with the same formula, charge and spin at 0.00 kcal per mole. As for the spin multiplicity: 1. As for the net charge: +1.

=====

HOMO energy values, unit eV, following the record order: -9.57; -8.28; -8.88; -14.08.
Kohn-Sham gap values, unit eV, following the record order: 8.1; 8.8; 9.0; 9.9.